No. 1
Molecular formula: C2H8N2O3P
Method: DFT, the ωB97M-V functional and the def2-TZVPD basis

Computed properties:
Total charge   -1
Energy relative to the best compared isomer or geometry (same formula, charge and spin)   47.7 kcal per mole
Maximum force   3.59 eV Å⁻¹
HOMO energy   -0.1311 Ha
LUMO level   4.09 eV

Geometry (Å):
C 0.92 0.10 -1.42
C -0.88 -0.36 -0.37
N 1.96 0.65 -0.68
N -1.82 0.72 -0.44
O -1.10 -0.96 2.44
O 0.12 1.14 1.63
O 1.28 -1.18 1.30
P -0.02 -0.31 1.24
H 0.53 0.74 -2.20
H 1.12 -0.92 -1.76
H -1.37 -1.22 -0.77
H 1.48 1.33 -0.21
H 2.09 -0.20 -0.11
H -1.33 1.37 0.18
H -2.03 1.07 -1.38
H -0.96 -1.97 2.57

No. 2
Molecular formula: C2H8N2O3S
Method: DFT, the ωB97M-V functional and the def2-TZVPD basis

Computed properties:
Energy relative to the best compared isomer or geometry (same formula, charge and spin)   103.7 kcal per mole
Maximum force   3.82 eV Å⁻¹
HOMO energy (alpha / beta)   -0.3167 / -0.3167 Ha
SMILES string   CN(C)OS(N)(=O)=O
LUMO level (alpha / beta)   -0.39 / -0.39 eV

Geometry (Å):
C 0.70 -0.64 1.57
N -0.14 -1.32 0.57
C 0.60 -1.87 -0.57
O -1.05 -0.48 0.20
S -0.42 1.23 -0.90
N -1.29 2.51 -0.41
O 0.92 1.40 -0.42
O -0.70 1.18 -2.28
H 1.63 -1.30 1.76
H 0.96 0.43 1.42
H 0.05 -0.58 2.37
H 1.19 -2.68 -0.40
H 0.00 -2.40 -1.28
H 1.12 -1.08 -1.28
H -2.16 2.75 -0.85
H -1.41 2.85 0.48

No. 3
Molecular formula: C2H8N2S
Method: DFT, the ωB97M-V functional and the def2-TZVPD basis

Computed properties:
Energy relative to the best compared isomer or geometry (same formula, charge and spin)   20.5 kcal per mole
Maximum force   0.68 eV Å⁻¹
HOMO energy   -0.2460 Ha
LUMO level   0.15 eV

Geometry (Å):
C -0.67 0.07 -1.66
N -0.96 0.21 -0.24
C -0.21 -0.34 0.68
N -0.33 -0.13 1.97
H -0.54 1.05 -2.11
H -1.47 -0.47 -2.17
H 0.26 -0.48 -1.77
H -1.70 0.85 0.00
H 0.69 -0.92 0.33
H -0.98 0.54 2.34
H 0.45 -0.40 2.55
S 2.76 -0.66 -0.04
H 2.68 0.67 0.12

No. 4
Molecular formula: C2H8N3
Method: DFT, the ωB97M-V functional and the def2-TZVPD basis

Computed properties:
Total charge   +1
Energy relative to the best compared isomer or geometry (same formula, charge and spin)   110.1 kcal per mole
Maximum force   5.30 eV Å⁻¹
HOMO energy   -0.5405 Ha
LUMO level   -4.65 eV

Geometry (Å):
C 1.16 0.37 0.53
C -1.73 -1.06 0.56
N 1.86 -0.68 0.06
N -0.09 0.48 0.57
N -1.13 -0.13 -0.02
H 1.87 1.21 0.96
H -1.42 -1.49 1.40
H -2.66 -1.45 0.17
H -0.37 1.92 -1.56
H 2.86 -0.62 0.00
H -0.46 2.62 -1.48
H 1.37 -1.54 -0.32
H -1.28 0.37 -0.88

No. 5
Molecular formula: C2H8N3
Method: DFT, the ωB97M-V functional and the def2-TZVPD basis

Computed properties:
Total charge   +1
Energy relative to the best compared isomer or geometry (same formula, charge and spin)   67.6 kcal per mole
Maximum force   3.96 eV Å⁻¹
HOMO energy   -0.5498 Ha
LUMO level   -4.08 eV

Geometry (Å):
C -0.12 0.93 0.77
C -1.39 1.28 -1.35
N -0.84 0.82 -0.14
N 0.64 0.41 1.66
N 1.03 -1.75 0.36
H -2.41 1.43 -1.43
H -1.07 0.50 -1.96
H -1.12 2.31 -1.62
H 1.07 -0.57 1.16
H 0.93 0.92 2.45
H 0.29 -2.39 0.30
H 1.29 -1.40 -0.63
H 1.69 -2.49 0.44

No. 6
Molecular formula: C2H8N3
Method: DFT, the ωB97M-V functional and the def2-TZVPD basis

Computed properties:
Total charge   +1
Energy relative to the best compared isomer or geometry (same formula, charge and spin)   115.8 kcal per mole
Maximum force   3.74 eV Å⁻¹
HOMO energy   -0.5078 Ha
LUMO level   -6.50 eV

Geometry (Å):
C 0.26 1.75 1.32
C -1.47 -0.97 -0.89
N 0.86 1.54 2.32
N -0.10 1.49 0.16
N 0.97 -1.17 -0.81
H -1.54 -1.78 -0.23
H -1.43 -1.07 -2.00
H -1.70 -0.08 -0.43
H 0.75 1.73 3.31
H -0.41 2.06 -0.59
H 1.24 -2.13 -0.64
H 1.46 -0.81 -1.62
H 1.10 -0.55 0.10

No. 7
Molecular formula: C2H8N3
Method: DFT, the ωB97M-V functional and the def2-TZVPD basis

Computed properties:
Total charge   +1
Energy relative to the best compared isomer or geometry (same formula, charge and spin)   112.4 kcal per mole
Maximum force   5.49 eV Å⁻¹
HOMO energy   -0.5388 Ha
SMILES string   C=[N+](N)CN
LUMO level   -5.25 eV

Geometry (Å):
C 1.90 0.41 0.29
N 0.77 -0.29 -0.09
N 0.28 -1.69 -0.19
C -0.45 0.48 -0.47
N -1.53 0.12 0.33
H 2.76 -0.08 0.68
H 1.85 1.51 0.17
H -0.68 -1.86 -0.45
H 0.76 -2.58 -0.12
H -0.86 0.16 -1.53
H -0.21 1.55 -0.63
H -1.89 0.94 0.79
H -2.40 -0.04 -0.16

No. 8
Molecular formula: C2H8N3O
Method: DFT, the ωB97M-V functional and the def2-TZVPD basis

Computed properties:
Energy relative to the best compared isomer or geometry (same formula, charge and spin)   37.7 kcal per mole
Maximum force   3.34 eV Å⁻¹
HOMO energy (alpha / beta)   -0.1403 / -0.2898 Ha
2S+1   2
LUMO level (alpha / beta)   0.44 / 0.43 eV
<S²>   0.753

Geometry (Å):
C -1.36 0.29 -1.29
N -1.98 1.49 -1.61
O -0.19 0.17 -0.79
H -1.89 -0.56 -1.46
H -2.90 1.67 -1.22
H -1.62 2.05 -2.44
N 0.87 -1.63 0.59
C 1.37 -0.89 1.53
N 1.35 0.46 1.63
H 0.17 -0.98 -0.09
H 1.24 -2.54 0.33
H 2.00 -1.55 2.22
H 1.69 0.88 2.49
H 1.16 1.07 0.77

No. 9
Molecular formula: C2H8N3O
Method: DFT, the ωB97M-V functional and the def2-TZVPD basis

Computed properties:
Total charge   +1
Energy relative to the best compared isomer or geometry (same formula, charge and spin)   52.6 kcal per mole
Maximum force   4.46 eV Å⁻¹
HOMO energy   -0.5417 Ha
SMILES string   NC(=[NH2+])NCO
LUMO level   -2.94 eV

Geometry (Å):
N -0.95 -1.10 1.77
C -0.35 -0.68 0.66
N -0.13 -1.50 -0.35
N 0.00 0.61 0.58
C 0.47 1.49 -0.96
O 1.35 0.74 -1.63
H -1.21 -0.54 2.49
H -1.58 -1.89 1.67
H -0.77 -2.12 -0.68
H 0.44 -1.23 -1.17
H 0.04 1.06 1.41
H 0.93 2.51 -0.87
H -0.49 1.54 -1.32
H 2.25 1.11 -1.60

No. 10
Molecular formula: C2H8N3O2
Method: DFT, the ωB97M-V functional and the def2-TZVPD basis

Computed properties:
Total charge   +1
Energy relative to the best compared isomer or geometry (same formula, charge and spin)   150.3 kcal per mole
Maximum force   7.44 eV Å⁻¹
HOMO energy   -0.4603 Ha
LUMO level   -3.76 eV

Geometry (Å):
C 0.16 0.36 0.25
C 0.19 -0.67 -0.59
N -0.26 -0.14 2.08
N 0.24 1.65 0.23
N 0.29 -0.42 -2.07
O 0.68 -0.99 2.58
O 0.15 -2.04 -0.40
H -1.11 -0.55 2.03
H 0.52 1.96 -0.66
H 1.32 -0.59 3.19
H 0.32 2.19 1.11
H -0.52 -0.81 -2.53
H 1.24 -0.87 -2.38
H 0.30 0.54 -2.14
H -0.11 -2.25 0.46

No. 11
Molecular formula: C2H8N3O2
Method: DFT, the ωB97M-V functional and the def2-TZVPD basis

Computed properties:
Total charge   +1
Energy relative to the best compared isomer or geometry (same formula, charge and spin)   181.9 kcal per mole
Maximum force   3.89 eV Å⁻¹
HOMO energy (alpha / beta)   -0.5161 / -0.5129 Ha
LUMO level (alpha / beta)   -5.46 / -5.16 eV

Geometry (Å):
C -0.15 0.40 0.02
C -1.53 -1.58 -0.04
N 1.98 0.89 -0.38
N -0.22 -0.89 -0.16
N -1.10 1.28 0.39
O 2.62 1.48 0.76
O 0.71 -1.50 -0.90
H -1.86 -1.92 -0.93
H -1.36 -2.35 0.61
H -2.28 -0.85 0.32
H 1.78 1.86 -0.80
H -0.95 2.22 0.81
H -2.04 1.08 0.15
H 2.97 0.76 1.31
H 1.42 -0.88 -1.16

No. 12
Molecular formula: C2H8N3O2
Method: DFT, the ωB97M-V functional and the def2-TZVPD basis

Computed properties:
Total charge   +1
Energy relative to the best compared isomer or geometry (same formula, charge and spin)   181.4 kcal per mole
Maximum force   3.51 eV Å⁻¹
HOMO energy (alpha / beta)   -0.5436 / -0.5436 Ha
SMILES string   CN[N+](=O)NOC
LUMO level (alpha / beta)   -5.43 / -5.43 eV

Geometry (Å):
C -2.01 -0.80 1.33
N -1.34 -0.02 0.33
N -0.05 0.12 0.48
O 0.65 -0.62 1.08
N 0.54 0.94 -0.56
O 1.84 1.17 -0.46
C 2.88 0.21 -0.83
H -1.93 -1.85 1.13
H -1.38 -0.60 2.20
H -3.13 -0.63 1.53
H -1.79 0.69 -0.17
H 0.01 1.90 -0.72
H 3.75 0.59 -0.39
H 2.97 0.13 -1.92
H 2.61 -0.72 -0.22

No. 13
Molecular formula: C2H8N3P
Method: DFT, the ωB97M-V functional and the def2-TZVPD basis

Computed properties:
Energy relative to the best compared isomer or geometry (same formula, charge and spin)   136.0 kcal per mole
Maximum force   3.31 eV Å⁻¹
HOMO energy (alpha / beta)   -0.3274 / -0.2821 Ha
LUMO level (alpha / beta)   -0.48 / -1.23 eV

Geometry (Å):
C -2.25 -1.15 -0.35
C 0.73 1.79 0.85
N -1.50 -0.04 0.18
N -0.28 -0.05 -0.12
N 0.75 0.60 0.04
P 3.10 -0.65 -0.51
H -1.66 -1.79 -0.87
H -3.03 -0.75 -0.90
H -2.69 -1.62 0.46
H -0.20 2.17 0.59
H 0.79 1.48 1.92
H 1.62 2.33 0.80
H 2.37 -0.62 -1.79
H 2.24 -1.70 -0.29

No. 14
Molecular formula: C2H8N4
Method: DFT, the ωB97M-V functional and the def2-TZVPD basis

Computed properties:
Energy relative to the best compared isomer or geometry (same formula, charge and spin)   102.8 kcal per mole
Maximum force   1.70 eV Å⁻¹
HOMO energy (alpha / beta)   -0.2877 / -0.2876 Ha
LUMO level (alpha / beta)   0.05 / 0.04 eV

Geometry (Å):
C 2.30 -0.40 0.45
C 0.92 0.06 0.80
N 0.51 1.03 1.43
H 2.42 -0.45 -0.63
H 2.45 -1.41 0.84
H 3.04 0.26 0.88
N -1.53 -0.45 -0.16
N -1.85 0.63 0.50
N -1.57 -0.27 -1.55
H 0.04 -0.53 0.21
H -1.96 1.45 -0.11
H -0.89 0.99 1.18
H -1.51 -1.17 -2.01
H -2.37 0.27 -1.86

No. 15
Molecular formula: C2H8N4
Method: DFT, the ωB97M-V functional and the def2-TZVPD basis

Computed properties:
Energy relative to the best compared isomer or geometry (same formula, charge and spin)   88.7 kcal per mole
Maximum force   5.55 eV Å⁻¹
HOMO energy   -0.3275 Ha
SMILES string   C/C(=N/N)NN
LUMO level   1.01 eV

Geometry (Å):
C 1.96 -0.06 -0.07
C 0.42 -0.19 0.20
N -0.09 -1.27 -0.10
N -1.50 -1.36 -0.02
N -0.44 0.98 0.66
N -1.26 1.62 -0.35
H 2.60 0.29 0.81
H 2.17 0.56 -1.08
H 2.10 -1.14 -0.46
H -1.82 -2.34 0.01
H -1.78 -1.08 1.00
H -0.04 1.61 1.28
H -1.78 0.59 -0.65
H -0.54 1.79 -1.23

No. 16
Molecular formula: C2H8N4O
Method: DFT, the ωB97M-V functional and the def2-TZVPD basis

Computed properties:
Energy relative to the best compared isomer or geometry (same formula, charge and spin)   139.7 kcal per mole
Maximum force   4.36 eV Å⁻¹
HOMO energy   -0.2688 Ha
LUMO level   0.37 eV

Geometry (Å):
N 0.31 0.89 -1.31
C 0.38 -0.17 -0.53
C -0.69 0.02 0.46
N 0.99 -1.32 -0.86
N -1.48 -1.18 0.66
N -0.23 0.61 1.70
O 1.46 1.78 -1.19
H 1.47 2.25 -2.03
H -0.86 1.12 -0.40
H 0.55 -2.16 -0.51
H 1.57 -1.34 -1.69
H -1.47 -1.43 1.64
H -2.44 -1.03 0.38
H -0.27 1.62 1.71
H 0.71 0.32 1.96

No. 17
Molecular formula: C2H8N4O
Method: DFT, the ωB97M-V functional and the def2-TZVPD basis

Computed properties:
Total charge   +2
Energy relative to the best compared isomer or geometry (same formula, charge and spin)   107.7 kcal per mole
Maximum force   4.49 eV Å⁻¹
HOMO energy (alpha / beta)   -0.7055 / -0.6594 Ha
LUMO level (alpha / beta)   -9.47 / -10.93 eV

Geometry (Å):
C -1.97 -0.11 0.00
C 1.60 -0.17 0.20
N -2.50 0.35 -1.04
N 1.54 1.02 0.65
N -2.20 -0.42 1.25
N 2.58 -0.79 -0.33
O 3.74 -0.15 -0.81
H -1.90 0.76 -1.81
H -3.47 0.31 -1.28
H 0.81 1.49 1.11
H 2.44 1.67 0.83
H -1.53 -1.12 1.49
H -2.86 0.17 1.91
H 2.54 -1.72 -0.67
H 4.53 -0.37 -0.30

No. 18
Molecular formula: C2H8N4O2
Method: DFT, the ωB97M-V functional and the def2-TZVPD basis

Computed properties:
Energy relative to the best compared isomer or geometry (same formula, charge and spin)   279.7 kcal per mole
Maximum force   6.31 eV Å⁻¹
HOMO energy   -0.3411 Ha
LUMO level   0.51 eV

Geometry (Å):
C 0.63 -1.76 1.47
C 0.62 0.62 -0.31
H 0.02 -2.34 2.21
H 1.94 -1.94 1.26
H 0.33 -2.08 0.49
H 1.75 1.01 1.22
H -0.48 -1.48 -0.90
H -2.04 0.79 -0.10
H -1.70 1.34 -1.60
H -0.26 1.79 -2.16
N 1.38 0.14 0.74
N -0.31 -0.22 -1.06
N -1.83 0.24 -1.14
N 0.29 1.91 -0.29
O 0.28 -0.43 1.47
O -0.62 2.43 -1.30